(1)
Below is a structure of composition C32H32CsF3GeN3O3, with properties calculated with ωB97M-V with the def2-TZVPD basis set.

Output
Lowest unoccupied orbital energy (alpha / beta) ... 0.002 / -0.028 Eh
<S²> ... 0.76
Electronic energy ... -4025.31964 a.u.
Kohn-Sham gap (alpha / beta) ... 0.2591 / 0.2621 Ha
Multiplicity ... 2

XYZ file:
```
75
C32H32CsF3GeN3O3 | the Open Molecules 2025 dataset | ωB97M-V with the def2-TZVPD basis set
H 0.751 -5.374 1.743
H 0.796 1.690 5.906
Ge -3.482 0.224 0.262
C -3.990 -1.643 -0.012
H 0.068 -7.038 0.097
H -3.065 3.611 3.963
C -5.035 0.516 2.762
C 0.807 1.078 5.012
H -2.496 2.559 1.814
C -3.044 -3.471 3.129
C -0.860 -6.505 -0.113
H -2.659 -3.256 4.117
C 3.248 1.465 4.741
C 1.993 0.076 3.171
F 0.074 5.039 0.436
C -0.219 -4.158 0.234
C -4.004 1.023 1.966
H -0.844 -4.751 2.196
H 3.266 2.090 5.626
H -3.047 -1.431 2.538
H -1.021 -5.699 -2.564
C 2.029 0.880 4.331
C -0.928 -4.792 -1.970
C -4.772 -3.324 -1.606
C -4.478 -1.990 -1.254
C -3.762 -2.697 0.937
H -1.401 -7.058 -0.878
H 2.141 -1.212 1.113
C 3.191 -0.166 2.432
H -1.858 -4.227 -2.028
C -0.339 0.510 4.530
H -3.190 -5.598 3.489
C -3.299 2.146 2.416
C -4.561 -4.332 -0.710
H -1.171 -0.674 2.923
C 0.087 -4.512 1.666
H -1.296 0.660 5.011
H -3.615 2.310 -1.132
H -5.171 -3.541 -2.589
H -5.594 -0.355 2.436
C 4.358 0.422 2.860
C -3.836 -5.078 1.526
C -0.266 -0.251 3.347
C -3.618 2.742 3.630
N -0.615 -5.150 -0.592
C 4.377 1.241 4.005
H -4.785 -5.362 -0.968
C 0.402 2.766 -0.329
O -0.770 2.496 0.012
H -4.660 -1.220 -1.995
H -3.599 0.915 -2.203
Cs -0.057 -0.230 -0.315
C -5.352 1.110 3.977
O -0.115 -2.999 -0.183
C -4.050 -4.044 0.581
C 0.987 4.069 0.304
H -0.132 -4.176 -2.384
C -4.016 1.307 -1.276
H -4.891 2.686 5.361
H -6.155 0.707 4.582
F 2.011 4.575 -0.387
H -5.103 1.359 -1.361
H 0.550 -3.649 2.137
C -4.643 2.223 4.414
H 5.314 1.697 4.300
N 0.846 -0.473 2.689
H -1.471 -6.501 0.787
C -3.251 -2.452 2.239
C -3.346 -4.801 2.773
N 3.106 -1.001 1.326
H -4.080 -6.097 1.244
O 1.177 2.103 -1.048
F 1.447 3.787 1.546
H 5.272 0.258 2.303
H 3.664 -0.723 0.534
```

Mulliken atomic charge list, values in e, 4 entries:
1 H 0.4431
2 H 0.4125
3 Ge 0.4508
4 C 0.4866



(2)
Below is a structure of composition C32H32Ge2N4V at a distorted geometry, with properties calculated with ωB97M-V with the def2-TZVPD basis set.

Output
Lowest unoccupied orbital energy (alpha / beta) ... -0.409 / -0.409 Eh
Electronic energy ... -6554.31805 a.u.
Kohn-Sham gap (alpha / beta) ... 0.2044 / 0.2043 Ha
Total charge ... +3

XYZ file:
```
71
C32H32Ge2N4V | the Open Molecules 2025 dataset | ωB97M-V with the def2-TZVPD basis set
C -0.400 2.953 2.278
H -2.968 -3.672 3.801
H 0.634 -1.808 2.428
H -4.300 -2.127 2.410
C 0.738 4.699 -2.822
H -2.981 1.909 0.331
C -2.471 -2.943 3.180
C 1.997 -0.950 -2.432
H 3.112 -0.998 0.113
C -3.021 3.622 1.630
C 0.938 -1.891 -2.372
C 3.457 2.164 1.130
C 2.364 -3.524 -3.398
C -0.481 4.767 -2.165
C 3.436 -1.159 1.146
H 0.328 -3.903 -2.830
C -3.548 -2.969 -1.961
H 2.090 1.410 4.342
N -0.258 -1.393 -1.910
C -1.114 2.169 1.379
H 2.509 -4.508 -3.812
Ge 3.172 0.510 2.183
C -1.201 -1.000 1.664
H -1.992 -5.031 0.232
C 1.316 3.465 -3.076
C -1.086 -2.863 3.174
V -0.328 0.354 -1.921
H -4.038 3.881 1.372
C -1.096 -3.337 -0.703
C -2.526 -2.071 -2.200
C -2.427 2.514 1.049
H 3.171 1.980 0.090
H -0.450 4.657 3.574
H -2.633 -1.292 -2.959
C 0.640 2.333 -2.638
H -3.184 -0.419 1.039
H -4.490 -2.853 -2.474
N 1.670 0.358 -1.972
H -0.139 -3.459 -0.218
H 2.239 3.368 -3.625
H -2.773 5.249 2.992
Ge -0.500 0.483 0.541
H 4.504 -1.393 1.140
C 3.396 -2.595 -3.456
H 4.521 2.410 1.158
H -4.151 -4.756 -0.952
C -1.083 3.591 -1.750
C -3.356 -4.040 -1.097
H -2.030 3.605 -1.227
H 2.084 -0.384 4.341
C -0.449 -1.895 2.416
C -2.594 -1.098 1.649
H 3.571 0.508 4.699
H 4.012 -0.572 -3.036
H 2.913 -2.006 1.588
H 2.908 3.012 1.539
H -0.959 5.717 -1.981
N 1.060 1.027 -2.925
C -1.280 -2.268 -1.589
H -0.502 -3.557 3.758
N -0.522 2.405 -1.964
C -1.000 4.058 2.863
H 0.627 2.693 2.517
H 1.231 5.599 -3.153
C -3.223 -2.062 2.416
C 2.659 0.511 4.096
C 1.141 -3.193 -2.850
C -2.306 4.391 2.536
C -2.137 -4.210 -0.453
H 4.336 -2.870 -3.905
C 3.221 -1.303 -2.967
```

Mulliken atomic charge list, values in e, 4 entries:
1 C -0.1574
2 H 0.4681
3 H 0.2695
4 H 0.4630



(3)
Below is a structure of composition C32H32N2O7PRhS at a distorted geometry, with properties calculated with ωB97M-V with the def2-TZVPD basis set.

Output
Lowest unoccupied orbital energy (alpha / beta) ... -0.018 / -0.076 Eh
<S²> ... 6.02
Electronic energy ... -2724.85609 a.u.
Kohn-Sham gap (alpha / beta) ... 0.2590 / 0.2563 Ha
Multiplicity ... 5

XYZ file:
```
76
C32H32N2O7PRhS | the Open Molecules 2025 dataset | ωB97M-V with the def2-TZVPD basis set
C 2.738 -3.787 -3.122
C 2.855 -2.526 -2.563
C -2.390 -1.514 -0.684
C -2.885 5.119 4.196
H 1.895 -5.741 -2.935
H 2.688 -2.750 1.423
C 4.874 0.259 2.427
C 3.289 -1.897 1.701
O -1.386 2.084 0.387
H 4.002 -2.825 3.487
H -3.231 1.563 0.981
H -4.064 6.734 4.933
O 1.617 3.777 -1.748
C -1.423 4.010 2.601
C 1.304 -4.460 -1.322
C 4.676 -0.068 -1.884
H 5.698 2.304 -4.057
H 0.278 0.819 2.518
S 1.510 2.368 -1.497
H 3.405 3.171 -3.531
C 3.321 -0.763 0.889
C -0.071 3.937 1.975
P 2.254 -0.585 -0.582
H -2.888 -0.711 -1.230
H 6.528 0.302 -2.878
H -2.326 6.921 5.207
O -1.787 -3.037 -2.478
C 1.421 -3.204 -0.761
C -2.466 3.123 2.252
O -1.759 -2.956 1.606
C 5.515 0.643 -2.723
C -3.882 4.198 3.891
H -3.064 -2.332 -0.416
C -1.392 -1.805 1.444
H -1.518 -0.443 3.054
H 4.112 1.215 0.670
H 0.397 2.965 2.135
H 0.848 -2.955 0.123
O 0.325 1.728 -2.084
H -0.126 4.061 0.894
C -3.694 3.205 2.950
C 3.785 2.265 -3.087
C -1.660 4.986 3.561
H -5.235 2.402 1.700
H -4.496 1.213 2.791
H 3.428 -1.768 -3.073
C 2.231 -2.236 -1.356
H 0.674 -5.202 -0.855
H -3.269 5.791 6.188
C 4.039 -1.944 2.864
C -1.363 -2.058 -1.934
C 3.383 0.389 -1.635
H -5.611 2.418 3.419
C 2.976 1.590 -2.195
C -3.146 6.208 5.188
C 4.114 0.320 1.274
C -2.339 2.187 1.148
N -1.594 -1.047 0.343
C 5.054 1.782 -3.366
O 1.655 2.008 -0.059
H 5.019 -0.969 -1.395
C 4.834 -0.871 3.230
H -4.833 4.266 4.402
C 1.978 -4.760 -2.495
H 1.240 -0.474 2.187
N 0.305 -0.094 2.077
H -0.864 5.672 3.815
O -0.402 -1.318 -2.044
H 0.577 4.705 2.394
H 5.419 -0.908 4.136
H -0.317 -1.725 3.303
H 5.500 1.095 2.705
H 3.239 -4.002 -4.055
Rh 0.005 0.328 -0.322
C -4.819 2.248 2.695
C -0.713 -1.008 2.576
```

Mulliken atomic charge list, values in e, 4 entries:
1 C -0.7761
2 C -0.8147
3 C -0.7573
4 C 0.6225



(4)
Below is a structure of composition C32H32N3P2RuTe, with properties calculated with ωB97M-V with the def2-TZVPD basis set.

Output
Lowest unoccupied orbital energy (alpha / beta) ... -0.408 / -0.408 Eh
Electronic energy ... -2447.50500 a.u.
Kohn-Sham gap (alpha / beta) ... 0.2176 / 0.2176 Ha
Total charge ... +3

XYZ file:
```
71
C32H32N3P2RuTe | the Open Molecules 2025 dataset | ωB97M-V with the def2-TZVPD basis set
C 4.314 1.201 -3.545
C 1.289 3.124 -1.915
C -1.675 3.492 -1.942
H -2.481 3.084 0.697
H 1.799 2.570 0.902
P 2.105 1.525 -1.912
H -0.777 -2.467 -0.038
H -2.609 2.743 3.127
H -4.219 3.085 -4.139
H 1.620 2.101 3.310
H -1.439 0.073 -5.121
C 3.658 4.688 -3.231
H -1.270 5.311 -0.834
H 7.009 4.894 -3.146
C 5.678 1.104 -3.753
H -1.527 -2.198 -4.140
H -4.580 5.448 -3.535
C 1.001 -0.910 -2.261
C -1.043 -1.722 0.713
C 0.114 0.749 -3.840
H 0.392 -2.380 2.178
H 1.715 -1.707 0.379
H -0.157 -0.715 2.387
H 1.869 -1.286 -1.734
C 0.817 2.442 1.337
C -1.888 4.830 -1.586
C -0.828 -1.475 -3.743
C 4.719 1.558 -1.172
H 0.157 1.739 -4.279
H 2.548 4.280 -5.057
N 5.890 4.470 -4.817
C -0.777 -0.178 -4.302
C 0.719 2.256 2.730
H 7.621 1.142 -2.849
H 6.063 0.923 -4.747
Te 1.909 4.983 -2.106
C 4.910 4.890 -2.674
H -0.569 2.216 4.432
C -3.763 4.898 -3.088
C 1.003 0.405 -2.789
C 3.512 4.407 -4.582
H 4.629 4.108 -6.398
C 0.113 -1.469 1.646
H 3.628 1.088 -4.377
C 6.081 1.456 -1.393
N -1.356 -0.451 -0.001
C 3.837 1.439 -2.252
H 5.058 5.142 -1.633
H -1.906 -0.661 -0.833
N 1.249 -0.933 0.848
H 1.947 -0.545 1.478
H -1.914 -2.090 1.255
C 4.679 4.315 -5.336
H 0.091 -2.866 -2.420
C -1.591 2.826 1.259
C 0.057 -1.841 -2.766
C 6.556 1.230 -2.680
H 6.773 1.540 -0.565
H 4.343 1.719 -0.168
P -0.335 2.596 -1.198
C -0.345 2.735 0.599
C -3.560 3.568 -3.430
C -2.932 5.529 -2.165
H -2.349 1.821 -3.128
C 6.003 4.755 -3.525
C -0.501 2.338 3.359
H -3.111 6.559 -1.890
Ru 0.422 0.600 -0.516
C -2.513 2.859 -2.861
C -1.660 2.635 2.618
H -1.949 0.131 0.593
```

Mulliken atomic charge list, values in e, 4 entries:
1 C -0.3716
2 C -0.5782
3 C 0.6132
4 H 0.4660



(5)
Below is a structure of composition C32H32N5O2V, with properties calculated with ωB97M-V with the def2-TZVPD basis set.

Output
Lowest unoccupied orbital energy (alpha / beta) ... -0.250 / -0.231 Eh
<S²> ... 2.02
Electronic energy ... -2606.46934 a.u.
Kohn-Sham gap (alpha / beta) ... 0.2620 / 0.2818 Ha
ΔE to the lowest compared entry with this formula, charge and spin ... 79.6 kJ/mol
Total charge ... +2
Multiplicity ... 3

XYZ file:
```
72
C32H32N5O2V | the Open Molecules 2025 dataset | ωB97M-V with the def2-TZVPD basis set
C -4.007 4.279 1.881
H 0.709 -2.891 5.643
C 2.461 3.013 -3.611
C -2.025 -1.995 -4.368
C 0.355 -3.676 0.033
C 2.421 0.031 0.477
C 0.606 3.366 -1.590
C 0.880 -0.839 3.769
H 1.109 -3.514 0.805
H 4.410 -2.041 0.673
C -3.341 2.070 0.392
H 5.082 -0.597 1.435
H 5.193 -2.153 2.239
C 3.028 -1.892 3.562
C 4.547 -1.528 1.627
C -2.783 -0.644 -2.083
C -4.577 2.088 1.007
H 2.270 -2.034 -1.231
O 1.577 0.509 -0.310
C -0.038 0.755 2.117
H -0.330 -0.698 -4.283
H 3.166 2.842 -4.411
C 1.495 4.398 -1.912
C -2.773 4.269 1.239
N 0.668 2.190 -2.264
H -0.651 -1.877 0.795
N -3.290 0.055 -1.009
C 2.425 4.221 -2.912
C -1.282 2.832 -0.325
H 0.302 -4.210 -2.072
C 3.239 -1.282 2.341
H 3.117 5.014 -3.161
H -5.269 1.263 0.897
C -3.217 -2.346 -3.726
N -1.431 1.528 -0.792
C -3.598 -1.665 -2.593
V -0.079 0.443 -1.513
C 1.025 -0.217 2.550
H -5.847 3.260 2.272
C 1.327 -2.357 -1.675
H -1.470 -2.662 -0.589
H 1.900 -4.422 -1.344
H 1.560 1.084 -3.775
N -1.598 -0.356 -2.679
H 3.446 -0.027 0.101
H -0.007 -0.639 4.360
C 2.208 -0.468 1.796
H -0.622 1.070 2.979
C 1.007 -3.800 -1.346
C 1.857 -1.695 4.289
H -1.711 -2.481 -5.280
H 1.333 -2.141 -2.744
H -3.844 -3.131 -4.130
C -0.508 -2.441 -0.128
H -4.528 -1.868 -2.083
H 1.415 5.322 -1.358
C -2.453 3.144 0.506
O 0.247 -1.593 -1.056
H 1.594 -1.580 6.402
H -0.235 -4.548 0.305
N -0.334 3.636 -0.622
H -2.091 5.106 1.306
C 1.652 -2.342 5.622
H 2.460 -3.026 5.871
H 0.381 1.642 1.644
C 1.566 2.041 -3.259
H 3.801 -2.529 3.974
C -4.892 3.209 1.767
C -1.261 -1.004 -3.816
H -4.292 5.139 2.472
H -0.732 0.295 1.411
C -2.723 1.093 -0.515
```

Mulliken atomic charge list, values in e, 4 entries:
1 C -0.6298
2 H 0.3694
3 C -1.0483
4 C -0.9180



(6)
Below is a structure of composition C32H32N5O3RuS3, with properties calculated with ωB97M-V with the def2-TZVPD basis set.

Output
Lowest unoccupied orbital energy (alpha / beta) ... 0.004 / -0.027 Eh
<S²> ... 0.76
Electronic energy ... -3027.57893 a.u.
Kohn-Sham gap (alpha / beta) ... 0.2797 / 0.2381 Ha
ΔE to the lowest compared entry with this formula, charge and spin ... 94.3 kJ/mol
Multiplicity ... 2

XYZ file:
```
76
C32H32N5O3RuS3 | the Open Molecules 2025 dataset | ωB97M-V with the def2-TZVPD basis set
S -0.558 -4.432 -0.176
C -1.049 2.003 -5.547
C 2.442 -0.474 3.199
H 3.796 2.847 1.940
H -0.724 3.428 1.375
C -0.823 -4.962 1.546
C -4.507 -5.631 2.134
O 1.848 -0.651 -0.381
H -5.262 2.889 -0.198
H 0.902 2.378 -6.461
H 1.920 2.354 -3.932
C -3.949 -3.532 3.151
H -0.529 -6.012 1.552
H 4.272 -0.948 4.208
C -1.914 2.443 -0.072
C 3.998 2.411 0.972
C -3.145 3.079 0.057
H 1.929 -0.171 4.103
C 3.754 -1.272 0.869
H -0.576 4.080 -0.219
H -5.916 -4.393 3.178
H -3.174 4.090 0.442
C 4.343 1.387 -1.507
H 6.046 1.895 1.358
H 6.359 0.934 -0.933
C -4.297 2.410 -0.296
H -4.239 -2.654 3.715
C -0.483 -2.687 0.017
H -1.363 3.034 -5.728
H 4.251 -1.566 -0.046
H -5.233 -6.400 1.900
Ru 0.111 0.267 -0.466
C -0.649 3.128 0.322
C -4.890 -4.506 2.851
C -4.196 1.106 -0.768
C -3.192 -5.774 1.719
N 0.514 2.304 0.057
H -2.809 -0.486 -1.202
C -2.242 -4.801 2.015
N -1.824 1.192 -0.539
C 0.937 2.636 -4.308
H -1.191 1.314 2.421
S -0.595 -1.750 -1.439
N -0.319 -2.157 1.165
C 5.234 1.890 0.641
C -2.949 0.533 -0.866
H -2.898 -6.653 1.156
H -1.518 1.379 -6.308
H 0.888 3.721 -4.409
C 0.366 -0.022 1.830
H 4.448 0.990 -2.511
H -2.452 1.903 -3.832
C 1.766 -0.445 1.981
S -0.207 2.169 -2.985
C -0.154 1.100 2.672
H -5.070 0.532 -1.040
H 0.798 0.875 -5.541
N 3.145 1.880 -1.202
N -0.542 -0.778 1.206
C -1.470 1.559 -4.150
C 4.393 -1.320 2.089
H 0.459 1.996 2.612
H 5.418 -1.670 2.137
C -2.633 -3.678 2.737
O 0.439 0.906 -2.433
C 3.751 -0.913 3.261
C 5.412 1.357 -0.627
C 1.638 2.941 0.422
C 2.976 2.361 0.028
C 0.476 1.917 -5.570
O 1.643 4.008 1.049
H -1.410 0.475 -4.031
C 2.436 -0.797 0.792
H -0.128 -4.404 2.170
H -0.136 0.753 3.711
H -1.898 -2.916 2.964
```

Mulliken atomic charge list, values in e, 4 entries:
1 S -0.1063
2 C -0.6676
3 C -0.8877
4 H 0.4553